(1)
The following is a quantum chemistry calculation of a molecular structure, C35H61N4PbS6SbSi3, from the OMol25 dataset.

Calculated values
E_tot   -5280.09152 hartree
Kohn-Sham gap   7.19 eV
LUMO energy   0.006 Ha

CARTESIAN COORDINATES (ANGSTROEM)
1 C 5.220 2.822 2.453
2 H 3.739 -0.685 1.934
3 H 2.916 3.269 3.848
4 C -4.771 0.989 -2.672
5 H -0.239 1.703 -4.713
6 C 1.984 2.756 1.978
7 H 2.828 -2.099 0.005
8 S -3.575 5.916 -2.229
9 H -3.896 -1.866 -1.202
10 S -4.206 6.881 -4.950
11 N 2.492 1.389 1.941
12 H -1.917 -1.623 3.957
13 C 6.196 -1.522 -0.553
14 H 1.011 -4.151 0.403
15 H 0.752 -1.326 3.683
16 H -5.394 -2.817 2.468
17 N 3.545 -0.392 0.986
18 Si 0.159 -0.589 -3.826
19 H -1.441 0.611 -5.362
20 C 2.836 3.669 2.835
21 H -4.557 -1.318 2.880
22 C -3.852 1.631 -1.865
23 C -3.054 -0.578 -3.238
24 H 1.984 -2.418 3.013
25 C -1.475 4.410 -2.839
26 C -4.356 -0.131 -3.377
27 S -1.993 4.926 -4.436
28 H -0.695 -3.401 4.760
29 Pb -0.385 1.751 -0.816
30 C -2.408 1.630 3.312
31 H 3.657 -0.943 -1.009
32 C 2.016 -0.461 -3.584
33 C -1.958 -0.699 3.415
34 H -0.496 -4.948 3.942
35 H 6.665 -0.121 1.056
36 C -2.170 1.554 1.962
37 H -1.351 6.104 1.565
38 S -0.013 3.469 -2.817
39 H 7.482 0.227 -0.451
40 H 1.971 3.105 0.943
41 H 1.237 -1.186 2.008
42 H -3.158 -5.043 1.829
43 H -1.058 -2.630 -4.837
44 C -1.465 6.172 0.488
45 N -2.606 1.199 -1.744
46 C -3.300 5.968 -3.941
47 C -0.040 -2.270 -4.720
48 H -2.707 -1.449 -3.771
49 Si -0.316 -3.106 2.298
50 H 5.251 2.477 3.488
51 C -3.406 -4.541 0.895
52 H 5.017 1.958 1.817
53 H 2.780 0.980 2.824
54 H 7.071 -2.169 -0.453
55 H -4.121 2.517 -1.311
56 C 4.224 3.956 2.281
57 H 0.545 -3.059 -4.250
58 H 5.222 -2.340 1.194
59 C -0.398 0.702 -5.085
60 H -2.036 -4.125 3.882
61 H -4.037 -2.850 3.577
62 C 6.546 -0.135 -0.029
63 H -2.262 2.434 1.339
64 H 0.185 0.567 -5.995
65 C 2.825 0.731 0.824
66 H -2.217 6.934 0.268
67 C -4.287 -1.701 -0.207
68 C 1.054 -1.899 2.814
69 C 0.466 -4.491 1.277
70 H -5.037 -0.651 -4.031
71 C -0.753 -0.231 -2.190
72 Si -3.366 -2.661 1.126
73 H 0.378 -2.118 -5.715
74 S -2.012 4.556 -0.112
75 H 2.266 4.600 2.944
76 C -0.960 -3.968 3.871
77 S 2.449 1.281 -0.724
78 C -2.225 4.886 -1.824
79 H 4.622 4.845 2.769
80 C -1.741 -0.697 2.028
81 H 2.334 0.535 -3.288
82 H -5.347 -1.967 -0.187
83 H 2.510 -0.705 -4.524
84 H -2.690 2.570 3.754
85 C -4.421 -2.378 2.678
86 H 5.777 0.591 -0.280
87 H -5.775 1.373 -2.742
88 H 2.383 -1.146 -2.823
89 C -2.272 0.468 4.065
90 H -1.147 -4.331 -1.168
91 H 6.003 -1.476 -1.634
92 H -4.219 -0.634 -0.004
93 H -0.264 -5.223 0.944
94 H -2.730 -4.919 0.129
95 C 5.007 -2.177 0.132
96 C -2.186 0.105 -2.398
97 H 4.150 4.221 1.226
98 H 4.863 -3.181 -0.271
99 H 1.165 -5.012 1.924
100 H -0.520 6.451 0.023
101 H -0.990 -3.440 -2.687
102 H -4.411 -4.847 0.623
103 N -1.823 0.422 1.323
104 H -2.432 -3.231 -1.707
105 Sb -0.349 -1.758 -0.661
106 C 3.700 -1.427 -0.034
107 H 6.233 3.137 2.203
108 H -2.456 0.465 5.130
109 C -1.356 -3.389 -1.672
110 C -1.559 -2.013 1.302
111 H 0.943 2.747 2.319

Here are the Mulliken charges for atoms 1 to 4, given in e:
1 C -0.86
2 H 0.47
3 H 0.40
4 C -1.33


(2)
The following is a quantum chemistry calculation of 13 unconnected molecules or ions with the total composition C35H61N5O28S, from the OMol25 dataset.

Calculated values
E_tot   -4148.38474 hartree
Kohn-Sham gap   8.69 eV
LUMO energy   -0.033 Ha

CARTESIAN COORDINATES (ANGSTROEM)
1 H -0.089 1.442 1.715
2 H -1.451 -2.991 4.020
3 C 4.870 1.516 -1.664
4 H 3.862 -5.039 -0.788
5 O -1.207 2.907 -0.735
6 O -3.289 1.095 -5.397
7 O 1.164 -4.758 -2.142
8 C -4.882 -0.897 0.018
9 H -4.082 0.024 3.161
10 N -1.773 3.882 -0.301
11 O 3.704 1.811 -2.322
12 C -3.982 -0.270 2.116
13 H -2.362 -3.726 2.720
14 H 2.771 -0.146 -4.630
15 H -6.087 -0.240 1.670
16 H 0.574 0.243 5.260
17 H -1.294 -3.700 -2.453
18 H -4.348 -0.337 -0.750
19 O -1.456 2.290 -6.754
20 C 2.895 -4.624 -0.505
21 C -0.194 -4.359 2.856
22 H 0.699 1.643 -5.810
23 C -4.770 2.895 4.919
24 N -2.400 -3.427 -4.095
25 H 1.002 1.838 4.719
26 H 2.017 0.408 -0.061
27 H 4.522 3.281 1.038
28 O 0.909 -2.336 -5.264
29 C -2.663 2.885 4.027
30 H -2.629 -2.369 -2.379
31 H 2.368 0.236 -7.769
32 C -0.207 -0.737 1.375
33 O 2.592 3.335 3.425
34 H -3.495 3.808 1.141
35 C 1.214 -1.261 -5.662
36 C 2.615 -3.194 -0.980
37 C 3.715 -1.429 1.790
38 H -1.015 -2.200 -3.327
39 O -2.478 -2.768 -5.100
40 O 1.389 2.859 6.868
41 C 1.014 0.836 -0.046
42 H 3.684 2.115 -4.282
43 H 3.237 -2.279 1.304
44 O -3.795 2.284 4.058
45 C 3.932 2.698 -3.395
46 C 3.466 3.121 1.256
47 C 1.755 -5.413 -1.144
48 O -3.667 -1.590 1.889
49 O 0.284 -5.398 3.477
50 N 1.201 1.634 6.815
51 H 6.678 2.827 -1.551
52 C 0.533 0.615 1.372
53 C 5.408 3.207 -3.261
54 H -1.904 1.729 -2.662
55 H 2.999 4.084 1.044
56 H -2.486 -5.770 3.956
57 H 2.279 0.608 5.264
58 H 2.526 -3.424 -3.143
59 H -3.621 3.659 6.578
60 N 3.647 -1.902 3.235
61 H -4.622 4.904 5.753
62 O 2.625 -1.790 3.808
63 H 3.054 -0.564 1.731
64 C -1.575 -3.912 3.451
65 O -3.701 3.420 -6.376
66 O 4.863 0.701 -0.702
67 H -1.677 -0.238 -4.803
68 H -3.105 0.225 1.699
69 S -2.650 2.482 -5.911
70 H 3.424 -2.464 -0.967
71 H -2.423 -4.640 5.312
72 O -2.963 -4.520 -3.988
73 H -5.058 1.087 0.910
74 C 1.437 0.387 -7.223
75 H 0.478 -1.539 1.650
76 C 1.593 1.024 -5.890
77 O 3.717 1.581 2.977
78 C -4.002 4.017 5.622
79 H -5.521 3.328 4.258
80 H 0.737 0.943 -7.846
81 H 0.877 1.865 -0.379
82 H 3.176 3.476 -3.290
83 C -2.788 4.247 4.711
84 C -0.555 -5.717 4.594
85 C -5.147 0.038 1.194
86 C 0.062 -0.158 -0.803
87 H 1.069 0.102 -4.040
88 O 0.404 -3.779 2.014
89 C 1.714 -0.100 -4.895
90 H 1.373 0.546 2.063
91 H -5.781 -1.358 -0.390
92 C 6.035 2.287 -2.246
93 O -1.210 4.912 0.101
94 H -5.209 2.148 5.580
95 H -3.601 4.663 -0.309
96 O -0.551 -0.898 0.065
97 O 1.455 -6.515 -0.765
98 H 1.941 -2.732 -0.258
99 H 2.747 -4.711 0.572
100 H -0.652 -6.762 4.891
101 C -3.187 3.740 0.097
102 C 1.293 1.048 5.412
103 H -1.088 -0.802 2.012
104 H -2.958 4.924 3.874
105 H -3.629 2.909 -0.452
106 C -4.099 -1.994 0.678
107 C 1.839 -3.496 -2.301
108 H -0.046 -5.261 5.443
109 O 1.121 -0.929 -6.924
110 C -1.789 -2.834 -2.894
111 H 5.975 3.263 -4.190
112 H -1.770 4.458 5.040
113 O -3.845 -3.077 0.126
114 O -0.093 -0.312 -1.987
115 H 2.984 2.430 0.565
116 C -2.424 0.468 -4.436
117 H -3.133 -0.128 -3.863
118 N 3.197 2.608 2.662
119 O -2.168 2.871 -4.367
120 H 4.777 -1.347 1.558
121 O 4.765 -2.309 3.667
122 O -1.783 2.496 3.272
123 C -1.752 1.676 -3.740
124 H 1.033 -2.768 -2.391
125 H 6.707 1.614 -2.778
126 H 2.345 1.806 -5.996
127 C -1.901 -4.972 4.414
128 H -0.677 1.665 -3.922
129 O 1.023 0.813 7.700
130 H 5.395 4.223 -2.866

Here are the Mulliken charges for atoms 1 to 4, given in e:
1 H -0.20
2 H 0.12
3 C 0.30
4 H 0.38